This record from the Open Molecules 2025 dataset describes C19H40FIN2O5S as an isolated structure. The level of theory is ωB97M-V/def2-TZVPD.

Each line ends with the natural charge from an NBO analysis.
Element x y z (Å)
O (5.51854, -3.42682, -0.43198)  -0.91
S (5.88252, -2.20044, -1.05508)  2.51
O (6.90600, -1.41218, -0.46787)  -0.90
F (6.37340, -2.55537, -2.48621)  -0.47
N (4.56986, -1.23268, -1.40059)  -0.81
I (3.48733, -2.01951, -3.01107)  0.36
C (3.64526, -1.17844, -0.22804)  -0.25
C (4.20562, -0.33215, 0.90288)  -0.42
C (4.25128, 1.17350, 0.61493)  -0.40
C (2.97321, 1.93487, 0.98211)  -0.39
C (1.94953, 2.03907, -0.14621)  -0.39
C (0.56776, 2.46940, 0.36407)  -0.40
C (-0.24510, 3.20521, -0.70492)  -0.40
C (-1.76354, 3.12635, -0.55478)  -0.38
C (-2.31862, 1.70054, -0.46900)  -0.41
C (-2.03517, 0.88012, -1.72831)  -0.39
C (-2.99636, -0.30477, -1.90966)  -0.42
C (-3.14600, -1.16051, -0.64832)  -0.20
N (-4.37066, -0.91033, 0.09672)  -0.33
C (-4.38905, -0.49202, 1.39634)  -0.07
C (-5.71071, -0.38437, 1.79686)  -0.31
C (-6.50529, -0.75640, 0.68346)  -0.31
C (-5.65104, -1.08076, -0.35865)  -0.09
H (2.69504, -0.79918, -0.58666)  0.22
H (3.43990, -2.18478, 0.14190)  0.21
H (5.22864, -0.65344, 1.09563)  0.23
H (3.66185, -0.52836, 1.82481)  0.22
H (5.05909, 1.57668, 1.22706)  0.21
H (4.55600, 1.36408, -0.41403)  0.21
H (2.53396, 1.49970, 1.88140)  0.19
H (3.26115, 2.95455, 1.24153)  0.20
H (1.83826, 1.09043, -0.67168)  0.18
H (2.29949, 2.78803, -0.85766)  0.20
H (0.70312, 3.13844, 1.21586)  0.20
H (0.06529, 1.57800, 0.73644)  0.19
H (0.04417, 2.84152, -1.69281)  0.19
H (0.04628, 4.25552, -0.66282)  0.20
H (-2.10771, 3.67978, 0.31887)  0.20
H (-2.20377, 3.58670, -1.44147)  0.20
H (-3.39798, 1.76352, -0.32925)  0.21
H (-1.88672, 1.21528, 0.40268)  0.20
H (-1.02358, 0.46548, -1.66708)  0.18
H (-2.04874, 1.51012, -2.61776)  0.20
H (-2.55759, -0.94619, -2.67461)  0.20
H (-3.95520, 0.05876, -2.27027)  0.24
H (-3.12036, -2.21234, -0.93229)  0.20
H (-2.32448, -0.99604, 0.04272)  0.21
H (-3.49990, -0.30070, 1.97762)  0.24
H (-6.07863, -0.09040, 2.76318)  0.21
H (-7.58027, -0.80888, 0.65197)  0.21
H (-5.87802, -1.42318, -1.34954)  0.22
C (-2.10150, -1.28479, 4.76720)  -0.25
O (-2.58074, -0.27313, 3.88520)  -0.73
H (-1.47730, -1.95654, 4.18379)  0.18
H (-1.50155, -0.85385, 5.57234)  0.16
H (-2.92878, -1.85462, 5.19650)  0.17
H (-3.13487, 0.32508, 4.39407)  0.47
C (-6.85052, 0.34433, -4.38257)  -0.25
O (-6.22493, 0.35485, -3.10326)  -0.73
H (-6.06317, 0.30174, -5.13091)  0.18
H (-7.49637, -0.52993, -4.49941)  0.16
H (-7.43986, 1.25086, -4.54184)  0.16
H (-6.91246, 0.39361, -2.43186)  0.47
C (9.51520, -2.80097, 0.99732)  -0.26
O (9.09208, -3.21453, 2.29587)  -0.73
H (10.49031, -2.33113, 1.10103)  0.18
H (9.60516, -3.66263, 0.32921)  0.16
H (8.81043, -2.08470, 0.57768)  0.19
H (8.23084, -3.62906, 2.19924)  0.46

Values from the calculation:
**2S+1**: 1
**E_HOMO**: -7.884 eV
**Net charge**: 0
**Orbital gap**: 6.7 eV
**ΔE to the lowest compared entry with this formula, charge and spin**: 0.0 kcal per mole
**M**: 554.51 g mol⁻¹
**E**: -55220.2313 eV